# C4H11N3O2

2 unconnected molecules or ions with the total composition C4H11N3O2 (ωB97M-V with the def2-TZVPD basis set, the Open Molecules 2025 dataset).

Each atom is followed by the atoms it is bonded to, with distances in Å.
Atoms and positions in Å:
1 H -0.39 3.00 1.05  N2 1.009
2 N -0.66 2.03 1.14  H1 1.009, C3 1.311
3 C -1.53 1.68 0.23  N2 1.311, N4 1.355, N5 1.411
4 N -2.09 2.40 -0.77  C3 1.355, H7 1.007, H8 1.011
5 N -1.92 0.33 0.31  C3 1.411, C6 1.500, H9 1.023
6 C -1.56 -0.41 -0.94  N5 1.500, H10 1.120, H11 1.078, H12 1.067
7 H -2.81 1.85 -1.21  N4 1.007
8 H -1.74 3.21 -1.26  N4 1.011
9 H -1.23 -0.07 0.95  N5 1.023
10 H -0.52 -0.07 -1.18  C6 1.120
11 H -2.29 -0.25 -1.72  C6 1.078
12 H -1.49 -1.47 -0.90  C6 1.067
13 C 2.98 -2.10 0.10  C14 1.510, H17 1.074, H18 1.057, H19 1.129
14 C 1.69 -1.47 0.57  C13 1.510, O15 1.219, O16 1.367
15 O 0.52 -1.74 0.38  C14 1.219
16 O 1.86 -0.43 1.44  C14 1.367, H20 0.988
17 H 3.75 -1.35 0.20  C13 1.074
18 H 3.02 -2.64 -0.82  C13 1.057
19 H 3.34 -2.66 1.00  C13 1.129
20 H 1.08 0.18 1.42  O16 0.988

Properties
**Lowest unoccupied orbital energy**: 0.02996 hartree
**Energy relative to the best compared isomer or geometry (same formula, charge and spin)**: 33.6 kcal/mol
**SMILES string**: [H]/N=C(\N)NC.CC(=O)O
**HOMO-LUMO gap**: 9.82 eV
**HOMO energy**: -9.007 eV
**Max |F|**: 3.35 eV/Å

The net atomic charges from Löwdin, expressed in e, are:
1 H 0.02
2 N 0.09
3 C -0.59
4 N 0.15
5 N -0.02
6 C -0.11
7 H 0.09
8 H 0.11
9 H 0.08
10 H 0.09
11 H 0.06
12 H 0.06
13 C 0.02
14 C -0.51
15 O 0.05
16 O 0.05
17 H 0.07
18 H 0.07
19 H 0.12
20 H 0.10


# C14H22FNO2

C14H22FNO2 in the gas phase (ωB97M-V with the def2-TZVPD basis set, the Open Molecules 2025 dataset).

Each atom is followed by the atoms it is bonded to, with distances in Å.
Atoms and positions in Å:
1 C -3.44 -2.40 -0.99  C2 1.526, H19 1.087, H20 1.087, H21 1.087
2 C -4.25 -1.15 -0.63  C1 1.526, N3 1.455, H22 1.104, H23 1.092
3 N -3.53 -0.31 0.31  C2 1.455, C4 1.456, C6 1.454
4 C -3.66 -0.76 1.69  N3 1.456, C5 1.526, H24 1.104, H25 1.091
5 C -2.41 -0.44 2.50  C4 1.526, H26 1.087, H27 1.087, H28 1.087
6 C -3.84 1.10 0.16  N3 1.454, C7 1.536, H29 1.105, H30 1.091
7 C -3.07 1.76 -1.00  C6 1.536, O8 1.410, H31 1.094, H32 1.098
8 O -1.71 2.01 -0.72  C7 1.410, C9 1.413
9 C -0.90 0.85 -0.81  O8 1.413, C10 1.525, H33 1.101, H34 1.095
10 C 0.49 1.22 -0.32  C9 1.525, O11 1.410, H35 1.098, H36 1.098
11 O 1.30 0.07 -0.43  C10 1.410, C12 1.356
12 C 2.61 0.16 -0.10  O11 1.356, C13 1.391, C17 1.401
13 C 3.26 1.29 0.38  C12 1.391, C14 1.386, H37 1.078
14 C 4.61 1.26 0.68  C13 1.386, C15 1.381, H38 1.079
15 C 5.35 0.10 0.52  C14 1.381, C16 1.386, H39 1.078
16 C 4.72 -1.04 0.05  C15 1.386, C17 1.377, H40 1.078
17 C 3.38 -1.00 -0.25  C12 1.401, C16 1.377, F18 1.350
18 F 2.77 -2.12 -0.70  C17 1.350
19 H -3.27 -3.02 -0.12  C1 1.087
20 H -2.47 -2.10 -1.39  C1 1.087
21 H -3.97 -2.98 -1.74  C1 1.087
22 H -5.24 -1.45 -0.24  C2 1.104
23 H -4.42 -0.58 -1.55  C2 1.092
24 H -4.55 -0.31 2.17  C4 1.104
25 H -3.80 -1.84 1.68  C4 1.091
26 H -2.21 0.62 2.52  C5 1.087
27 H -1.55 -0.94 2.07  C5 1.087
28 H -2.54 -0.79 3.53  C5 1.087
29 H -4.92 1.27 0.00  C6 1.105
30 H -3.54 1.62 1.07  C6 1.091
31 H -3.50 2.75 -1.18  C7 1.094
32 H -3.16 1.16 -1.92  C7 1.098
33 H -0.84 0.51 -1.85  C9 1.101
34 H -1.31 0.04 -0.20  C9 1.095
35 H 0.89 2.04 -0.93  C10 1.098
36 H 0.43 1.56 0.73  C10 1.098
37 H 2.71 2.21 0.51  C13 1.078
38 H 5.09 2.16 1.04  C14 1.079
39 H 6.40 0.08 0.75  C15 1.078
40 H 5.26 -1.97 -0.09  C16 1.078

Properties
**Lowest unoccupied orbital energy**: 0.03553 hartree
**Energy relative to the best compared isomer or geometry (same formula, charge and spin)**: 7.0 kcal/mol
**SMILES string**: CCN(CC)CCOCCOc1ccccc1F
**HOMO-LUMO gap**: 9.34 eV
**HOMO energy**: -8.378 eV
**Max |F|**: 0.58 eV/Å

The net atomic charges from Löwdin, expressed in e, are:
1 C -0.08
2 C -0.26
3 N -0.22
4 C -0.26
5 C -0.08
6 C -0.17
7 C -0.19
8 O -0.13
9 C -0.19
10 C -0.16
11 O -0.02
12 C -0.20
13 C -0.02
14 C -0.09
15 C -0.10
16 C -0.01
17 C -0.20
18 F 0.08
19 H 0.06
20 H 0.07
21 H 0.07
22 H 0.12
23 H 0.11
24 H 0.12
25 H 0.11
26 H 0.06
27 H 0.07
28 H 0.07
29 H 0.13
30 H 0.12
31 H 0.12
32 H 0.12
33 H 0.14
34 H 0.10
35 H 0.14
36 H 0.14
37 H 0.11
38 H 0.10
39 H 0.10
40 H 0.12